{
  "formula": "C42H77IN2O11P",
  "method": "ωB97M-V/def2-TZVPD",
  "orbital_gap_ha": 0.26718,
  "homo_energy_ev": -10.98,
  "total_charge": 1,
  "elements": ["C", "C", "C", "O", "O", "C", "C", "C", "C", "C", "C", "O", "I", "N", "C", "P", "N", "O", "C", "C", "O", "C", "C", "C", "C", "C", "C", "H", "H", "H", "H", "H", "H", "H", "H", "H", "H", "H", "H", "H", "H", "H", "H", "H", "H", "H", "H", "H", "H", "H", "H", "H", "H", "H", "H", "H", "C", "C", "C", "O", "C", "H", "H", "H", "H", "H", "H", "H", "H", "C", "C", "C", "O", "C", "H", "H", "H", "H", "H", "H", "H", "H", "C", "C", "C", "O", "C", "H", "H", "H", "H", "H", "H", "H", "H", "C", "C", "C", "O", "C", "H", "H", "H", "H", "H", "H", "H", "H", "C", "C", "C", "O", "C", "H", "H", "H", "H", "H", "H", "H", "H", "C", "C", "C", "O", "C", "H", "H", "H", "H", "H", "H", "H", "H"],
  "positions_angstrom": [[-4.1625, -3.7529, 2.4717], [-3.3825, -2.6066, 1.6909], [-3.4743, -2.7427, 0.1428], [-4.3086, -3.3679, -0.4413], [-2.4761, -2.0657, -0.6208], [-2.9991, -0.8272, -1.1438], [-1.7906, 0.1749, -1.4678], [-0.4108, -0.5427, -1.3660], [-0.0736, -1.4495, -2.4793], [-1.0381, -1.7104, -3.6886], [-0.7250, -0.6067, -4.7803], [-1.2400, -0.5815, -5.8466], [0.7117, 0.9975, -4.3573], [1.1318, -2.0962, -2.4875], [2.0793, -1.9626, -1.4829], [3.6406, -2.9993, -1.7426], [4.2551, -3.5853, -0.2351], [4.8107, -1.9251, -2.3375], [1.8203, -1.0729, -0.3358], [2.9570, -0.9599, 0.7151], [4.1738, -0.5431, 0.0618], [5.1432, -0.1013, 1.0169], [0.5213, -0.3360, -0.2299], [0.1873, 0.5771, 0.9802], [0.4914, 2.1256, 0.6766], [-1.2558, 0.3559, 1.5980], [-1.3068, 0.4620, 3.1653], [-4.8938, -4.3013, 1.8329], [-3.4579, -4.4620, 2.9931], [-4.7108, -3.2236, 3.2989], [-3.7883, -1.6151, 2.0473], [-2.3101, -2.6709, 2.0197], [-3.5759, -1.0421, -2.0910], [-3.6918, -0.3089, -0.4275], [-1.8416, 1.0577, -0.7808], [-1.9344, 0.5527, -2.5155], [-0.8593, -2.7293, -4.1188], [-2.1153, -1.6583, -3.3985], [1.3417, -2.7003, -3.2910], [5.2382, -3.3048, -0.1195], [4.1900, -4.6044, -0.2070], [4.3400, -1.0701, -2.3969], [2.7628, -0.2131, 1.5268], [3.1431, -1.9481, 1.2359], [5.9225, 0.5323, 0.4733], [4.7272, 0.5604, 1.8256], [5.7095, -0.9766, 1.4596], [0.9108, 0.3069, 1.8034], [-0.3859, 2.7836, 0.8942], [1.3394, 2.4597, 1.3416], [0.8761, 2.2386, -0.3770], [-1.9031, 1.1914, 1.1908], [-1.7411, -0.5871, 1.2134], [-2.3587, 0.2896, 3.5310], [-0.5991, -0.2676, 3.6343], [-0.9830, 1.4973, 3.4613], [2.4762, 6.5217, -5.6695], [1.7367, 5.6467, -6.6642], [1.1344, 4.5863, -5.7612], [0.8912, 5.2100, -4.4936], [1.5482, 6.4847, -4.4684], [2.6657, 7.5330, -6.0295], [3.4364, 6.0638, -5.4145], [0.9415, 6.2229, -7.1461], [2.3752, 5.2300, -7.4434], [1.8342, 3.7580, -5.5991], [0.2001, 4.1808, -6.1555], [0.7787, 7.2609, -4.5373], [2.0794, 6.6051, -3.5225], [5.4486, -0.5438, -6.6732], [4.5708, -0.3238, -7.8914], [3.6154, 0.7481, -7.3991], [4.3327, 1.5335, -6.4379], [5.5543, 0.8603, -6.1048], [6.4189, -0.9835, -6.9041], [4.9374, -1.1986, -5.9601], [5.1733, 0.0634, -8.7179], [4.0607, -1.2241, -8.2347], [2.7497, 0.3071, -6.8932], [3.2568, 1.3919, -8.2043], [6.3793, 1.4137, -6.5652], [5.6933, 0.8666, -5.0217], [9.6650, 3.2857, 0.6775], [9.5583, 2.2853, 1.8117], [8.0563, 2.1016, 1.9285], [7.5097, 2.2973, 0.6156], [8.5281, 2.8540, -0.2303], [10.6334, 3.2812, 0.1774], [9.4796, 4.2956, 1.0546], [10.0287, 1.3419, 1.5194], [10.0191, 2.6221, 2.7403], [7.6142, 2.8526, 2.5916], [7.7826, 1.1094, 2.2950], [8.8511, 2.0723, -0.9260], [8.1129, 3.6825, -0.8064], [-2.3330, -7.4512, 4.7678], [-0.8201, -7.5427, 4.8332], [-0.4122, -6.0842, 4.7204], [-1.4659, -5.3131, 5.3110], [-2.6012, -6.1634, 5.5247], [-2.8448, -8.3120, 5.1980], [-2.6543, -7.3475, 3.7267], [-0.5143, -7.9423, 5.8043], [-0.3831, -8.1685, 4.0546], [-0.3173, -5.7778, 3.6722], [0.5285, -5.8705, 5.2317], [-2.6859, -6.3462, 6.6009], [-3.5073, -5.6579, 5.1854], [-7.7040, 0.1768, 1.4187], [-8.6187, -0.9774, 1.0557], [-7.6963, -2.1727, 1.2169], [-6.7540, -1.8324, 2.2442], [-6.8588, -0.4284, 2.5241], [-8.2338, 1.0760, 1.7332], [-7.0724, 0.4335, 0.5617], [-9.4402, -1.0395, 1.7749], [-9.0464, -0.9020, 0.0557], [-7.1348, -2.3695, 0.2970], [-8.2318, -3.0812, 1.4981], [-7.3420, -0.3152, 3.4990], [-5.8592, 0.0116, 2.5778], [-5.3874, 3.3073, 5.9486], [-6.5113, 4.3021, 5.7332], [-7.3536, 3.6009, 4.6829], [-7.1952, 2.1914, 4.8974], [-6.1128, 1.9806, 5.8138], [-4.8790, 3.4186, 6.9066], [-4.6432, 3.4096, 5.1524], [-7.0858, 4.4184, 6.6566], [-6.1712, 5.2885, 5.4173], [-6.9994, 3.8294, 3.6716], [-8.4107, 3.8642, 4.7487], [-6.5401, 1.6632, 6.7707], [-5.4661, 1.1836, 5.4402]]
}

{
  "formula": "C15H18IrN2O2P",
  "method": "ωB97M-V/def2-TZVPD",
  "de_lowest_ev": 0.5160,
  "orbital_gap_ha": [0.26456, 0.26480],
  "homo_energy_ev": [-7.56, -7.57],
  "elements": ["Ir", "C", "C", "C", "C", "C", "C", "N", "N", "C", "C", "C", "C", "C", "C", "H", "H", "H", "H", "H", "H", "H", "H", "H", "O", "C", "P", "C", "C", "O", "H", "H", "H", "H", "H", "H", "H", "H", "H"],
  "positions_angstrom": [[-0.0587, -0.3610, -0.1658], [2.5260, 1.1754, 4.4105], [2.6167, -0.1913, 4.1945], [1.7641, -0.8257, 3.3022], [0.8142, -0.0756, 2.6214], [0.7087, 1.2953, 2.8398], [1.5674, 1.9162, 3.7287], [-0.1304, -0.6837, 1.7486], [0.2646, -1.9002, 1.1970], [-0.9273, -2.5746, 0.7205], [-1.5318, -3.7393, 1.1363], [-2.7039, -4.0955, 0.4716], [-3.2253, -3.3128, -0.5565], [-2.5911, -2.1425, -0.9682], [-1.4230, -1.7956, -0.3136], [3.1949, 1.6622, 5.1079], [3.3594, -0.7743, 4.7241], [1.8298, -1.8879, 3.1172], [-0.0458, 1.8566, 2.3019], [1.4876, 2.9830, 3.8938], [-1.1263, -4.3403, 1.9402], [-3.2269, -4.9968, 0.7648], [-4.1428, -3.6207, -1.0420], [-3.0029, -1.5460, -1.7730], [1.3434, -0.4124, -1.2427], [-0.0417, 0.5595, -3.7909], [0.0118, 1.8334, -2.5283], [-0.9394, 3.2143, -3.1734], [1.7042, 2.4067, -2.3931], [-0.6147, 1.4338, -1.1963], [0.3225, 0.9505, -4.7418], [-1.0711, 0.2197, -3.9116], [0.5814, -0.2697, -3.4625], [-0.5194, 3.5578, -4.1191], [-0.9208, 4.0305, -2.4518], [-1.9723, 2.9030, -3.3250], [2.0776, 2.7355, -3.3639], [2.2960, 1.5755, -2.0136], [1.7451, 3.2373, -1.6880]]
}

{
  "formula": "FH5S2Si2",
  "method": "ωB97M-V/def2-TZVPD",
  "de_lowest_ev": 0.6169,
  "orbital_gap_ha": 0.34879,
  "homo_energy_ev": -9.86,
  "elements": ["F", "Si", "Si", "S", "S", "H", "H", "H", "H", "H"],
  "positions_angstrom": [[-1.0893, -0.7916, 1.5764], [-0.1000, 0.0990, 0.6080], [-0.4697, -0.7508, -1.5834], [-0.8462, 2.0550, 1.0576], [1.8970, -0.1661, 1.4429], [-1.6170, -1.5444, -2.2518], [-0.3165, 0.2454, -2.6151], [0.6746, -1.6390, -1.7607], [0.2766, 2.7661, 0.8181], [1.5904, -0.2735, 2.7079]]
}

{
  "formula": "C21H19FN2O4SYb",
  "method": "ωB97M-V/def2-TZVPD",
  "orbital_gap_ha": 0.09840,
  "homo_energy_ev": -12.51,
  "total_charge": 2,
  "elements": ["C", "C", "C", "N", "C", "O", "C", "C", "C", "C", "C", "C", "C", "C", "C", "C", "C", "C", "S", "C", "C", "O", "N", "C", "O", "F", "C", "C", "O", "H", "H", "H", "H", "H", "H", "H", "H", "H", "H", "H", "H", "H", "H", "H", "H", "H", "H", "H", "Yb"],
  "positions_angstrom": [[0.0647, 2.2726, 4.2035], [-0.4731, 1.5556, 2.8354], [-1.3208, 0.2617, 3.3332], [-1.3866, -0.8253, 2.3143], [-2.0357, -0.5294, 1.0311], [-3.0176, 0.2089, 0.7855], [-1.1997, -1.4162, 0.0171], [-1.2470, -1.5663, -1.5253], [-2.3094, -0.6359, -2.3300], [-1.5804, 0.8143, -2.4283], [-0.3240, 0.8827, -3.3683], [0.5381, 2.1751, -3.5663], [0.0893, 3.4439, -2.7432], [1.0102, 4.7522, -2.9159], [-1.1744, 3.3691, -1.8402], [-2.0430, 2.0743, -1.6442], [-0.2892, -2.5723, -2.2406], [0.7398, -3.4028, -1.4204], [1.8970, -4.5757, -2.2426], [0.7929, -3.2041, 0.1319], [1.8961, -4.0380, 0.9387], [1.8440, -5.2904, 1.0874], [3.0478, -3.3505, 1.5734], [3.9885, -2.8044, 0.5954], [3.7459, -2.4960, -0.5831], [5.3230, -2.5500, 1.0584], [-0.1707, -2.2412, 0.8651], [-0.3421, -1.8817, 2.3998], [0.1766, -2.3333, 3.4499], [0.8456, 3.0912, 3.9841], [-0.8687, 2.6778, 4.7279], [0.4887, 1.4400, 4.8770], [-1.1572, 2.3061, 2.2788], [0.3704, 1.2767, 2.1193], [-2.4111, 0.6771, 3.5376], [-0.9436, -0.1290, 4.3800], [-2.4234, -1.0671, -3.3813], [-3.2846, -0.5783, -1.7356], [0.0006, -0.0555, -3.9517], [1.4439, 2.1653, -4.2664], [0.4679, 5.5743, -3.5138], [1.9914, 4.4662, -3.4586], [1.3133, 5.2227, -1.9206], [-1.4863, 4.2992, -1.2625], [-2.9675, 2.0367, -0.9684], [-0.3532, -2.6820, -3.3766], [2.5505, -3.8518, -3.2576], [2.7220, -2.6210, 2.2315], [-2.5392, -0.3452, 5.1853]]
}

{
  "formula": "C6H6O",
  "method": "ωB97M-V/def2-TZVPD",
  "de_lowest_ev": 3.7961,
  "orbital_gap_ha": 0.35127,
  "homo_energy_ev": -8.78,
  "elements": ["O", "C", "C", "C", "C", "C", "C", "H", "H", "H", "H", "H", "H"],
  "positions_angstrom": [[-1.1021, -1.1071, 1.9845], [-1.2626, -1.0095, 0.6337], [-0.2724, 2.0157, -0.1744], [0.7213, 1.2244, -0.4691], [1.4721, 0.2019, -0.7974], [-0.3323, -1.3252, -0.2417], [0.8067, -1.1377, -0.8730], [-0.1560, -1.2411, 2.1438], [-2.2610, -0.6698, 0.3707], [-0.5659, 2.2188, 0.8538], [-0.8692, 2.4557, -0.9690], [2.5399, 0.2853, -0.9876], [1.2815, -1.9115, -1.4742]]
}

{
  "formula": "C20H43BBrN3O5P",
  "method": "ωB97M-V/def2-TZVPD",
  "orbital_gap_ha": 0.22853,
  "homo_energy_ev": -10.20,
  "total_charge": 1,
  "elements": ["N", "B", "O", "P", "Br", "C", "C", "C", "C", "C", "C", "C", "C", "H", "H", "H", "H", "H", "H", "H", "H", "H", "H", "H", "H", "H", "C", "O", "C", "C", "N", "C", "C", "O", "C", "H", "H", "H", "H", "H", "H", "H", "H", "H", "H", "H", "H", "H", "H", "H", "C", "O", "C", "C", "N", "C", "C", "O", "C", "H", "H", "H", "H", "H", "H", "H", "H", "H", "H", "H", "H", "H", "H", "H"],
  "positions_angstrom": [[-1.3503, 1.8340, 4.0797], [-2.2530, 1.2689, 3.1610], [-3.3715, 0.5420, 3.4758], [-1.9420, 1.5386, 1.2234], [-0.9988, 3.4511, 0.8803], [-0.9019, 0.1790, 0.6418], [-0.5035, 0.2480, -0.8453], [0.6708, -0.6816, -1.0575], [0.4469, -2.0577, -0.9838], [1.4906, -2.9570, -1.1288], [2.7620, -2.4698, -1.3465], [2.9896, -1.1009, -1.4322], [1.9470, -0.1968, -1.2853], [-0.3855, 1.7701, 3.7632], [-1.3936, 1.3215, 4.9586], [-3.2397, -0.3954, 3.2934], [-3.1756, 1.5653, 0.5644], [0.0092, 0.2505, 1.2373], [-1.3779, -0.7596, 0.9155], [-0.2576, 1.2661, -1.1217], [-1.3277, -0.1401, -1.4355], [-0.5502, -2.4336, -0.8094], [1.2865, -4.0106, -1.0556], [3.5962, -3.1383, -1.4650], [3.9915, -0.7481, -1.6073], [2.0961, 0.8690, -1.3399], [-3.5949, 4.4316, 3.4820], [-3.0163, 5.7119, 3.4224], [-3.0903, 6.3450, 2.1448], [-4.0932, 7.4779, 2.1416], [-5.4597, 6.9823, 2.2355], [-6.4732, 8.0107, 2.4765], [-6.3896, 8.8361, 3.7562], [-6.6578, 8.1144, 4.9427], [-5.5701, 7.3948, 5.4845], [-3.3019, 3.9767, 4.4268], [-4.6879, 4.4741, 3.4438], [-3.2312, 3.7978, 2.6613], [-3.3205, 5.6204, 1.3566], [-2.0987, 6.7591, 1.9412], [-3.9834, 8.0390, 1.2091], [-3.8338, 8.1490, 2.9703], [-5.5136, 6.3012, 2.9800], [-7.4418, 7.5063, 2.4761], [-6.4744, 8.6951, 1.6228], [-7.1727, 9.5949, 3.6948], [-5.4415, 9.3805, 3.8463], [-4.6182, 7.9055, 5.3163], [-5.5193, 6.3771, 5.0832], [-5.7326, 7.3124, 6.5589], [6.3536, -5.8829, -6.1126], [5.4961, -6.9903, -5.9171], [6.0646, -8.0552, -5.1642], [5.4298, -8.1667, -3.7945], [5.7975, -7.0442, -2.9393], [5.0355, -6.9424, -1.6985], [3.5232, -6.7499, -1.7747], [3.1049, -5.4860, -2.2746], [3.0871, -5.3927, -3.6923], [5.8902, -5.2403, -6.8594], [6.4916, -5.2996, -5.1950], [7.3317, -6.1985, -6.4850], [7.1500, -7.9472, -5.0885], [5.8580, -8.9777, -5.7127], [5.7646, -9.0952, -3.3233], [4.3442, -8.2383, -3.9439], [5.6867, -6.1849, -3.4593], [5.4449, -6.0949, -1.1423], [5.2355, -7.8368, -1.1006], [3.1465, -6.7945, -0.7490], [3.0220, -7.5569, -2.3200], [2.8189, -6.3415, -4.1596], [4.0447, -5.0440, -4.0853], [2.3371, -4.6477, -3.9628]]
}

Energy values (in Ha) by entry order: -3222.351688; -1287.959130; -1478.295290; -2877.786471; -307.323929; -4268.292725.